An isolated molecule of C5H13N2, computed with ωB97M-V/def2-TZVPD.

CARTESIAN COORDINATES (ANGSTROEM)
1 C -0.5079 -2.4287 0.2950
2 C -0.8513 -1.7156 -0.9925
3 C -1.5237 -0.3602 -0.7442
4 C -0.7148 0.5860 0.1242
5 N 1.5955 1.7243 1.5404
6 C 1.6348 1.4371 0.1802
7 N 0.5076 0.9921 -0.5126
8 H 0.4727 -2.1518 0.6939
9 H -0.4900 -3.5145 0.2327
10 H -1.1831 -2.1265 1.1031
11 H -1.5139 -2.3307 -1.5966
12 H 0.0819 -1.5041 -1.5183
13 H -2.5073 -0.4866 -0.2916
14 H -1.6691 0.1418 -1.7079
15 H -1.3339 1.4478 0.4147
16 H -0.4398 0.1051 1.0610
17 H 0.9156 1.2684 2.1189
18 H 2.0777 2.5025 1.9477
19 H 2.5069 1.6974 -0.3951
20 H 0.6666 0.6853 -1.4553

As for the multiplicity: 2. The calculation puts the frontier orbital gap (alpha / beta) at 5.84 / 9.85 eV. As for the expectation value of S²: 0.753. The calculation puts the calculated total energy at -8374.0561 eV. The value obtained for the HOMO energy (alpha / beta) is -4.693 / -8.746 eV. The value obtained for the energy relative to the best compared isomer or geometry (same formula, charge and spin) is 0.226 eV. As for the total charge: 0. As for the LUMO energy (alpha / beta): 1.15 / 1.11 eV.

Atom charges from the Löwdin analysis, given in e for atoms 1 to 8: number 1, C, carries -0.122; number 2, C, carries -0.261; number 3, C, carries -0.211; number 4, C, carries -0.258; number 5, N, carries 0.020; number 6, C, carries -0.262; number 7, N, carries -0.057; number 8, H, carries 0.073

A 2-piece molecular cluster, C5H13N2 overall, computed with ωB97M-V/def2-TZVPD.

CARTESIAN COORDINATES (ANGSTROEM)
1 C 2.0318 0.2711 0.0269
2 C 1.5520 -0.8983 0.1632
3 C 1.3280 1.5797 -0.2073
4 C 1.2693 -2.3207 0.3333
5 C -1.3658 0.4608 -0.7606
6 N -1.9547 -0.8097 -0.8769
7 N -1.6738 1.0860 0.6567
8 H 3.0502 0.3483 0.0429
9 H 0.3154 1.2497 -0.3061
10 H 1.6766 2.3268 0.5327
11 H 1.8688 1.6958 -1.1765
12 H 2.1309 -2.7628 -0.1195
13 H 0.3282 -2.7111 0.0688
14 H 1.4303 -2.5100 1.3737
15 H -1.9173 1.0888 -1.4658
16 H -2.8463 -0.7891 -1.3516
17 H -2.1810 -1.2678 0.0086
18 H -1.3237 2.0959 0.5990
19 H -1.0596 0.6913 1.3489
20 H -2.6594 1.1754 1.1098

As for the multiplicity: 1. The calculation puts the frontier orbital gap (alpha / beta) at 8.98 / 5.40 eV. The calculation puts the calculated total energy at -8362.9860 eV. The value obtained for the HOMO energy (alpha / beta) is -12.601 / -10.634 eV. The value obtained for the energy relative to the best compared isomer or geometry (same formula, charge and spin) is 7.824 eV. As for the total charge: +1. As for the LUMO energy (alpha / beta): -3.62 / -5.23 eV.

Atom charges from the Löwdin analysis, given in e for atoms 1 to 8: number 1, C, carries -0.193; number 2, C, carries 0.041; number 3, C, carries -0.065; number 4, C, carries -0.050; number 5, C, carries -0.171; number 6, N, carries 0.018; number 7, N, carries 0.112; number 8, H, carries 0.099

An isolated ion of composition C5H13N2 and charge +1, computed with ωB97M-V/def2-TZVPD.

CARTESIAN COORDINATES (ANGSTROEM)
1 C 0.1356 -0.7036 0.3179
2 C 0.0684 0.7153 -0.1227
3 C -0.0410 -0.8861 1.7133
4 C 0.2701 -1.6778 -0.6944
5 C -1.2934 1.1706 -0.1990
6 N 0.8455 1.5362 0.7562
7 N 0.5451 0.7227 -1.5161
8 H 0.3664 -1.7956 1.9653
9 H -0.9710 -0.7011 2.2887
10 H 0.5415 -0.0090 2.1271
11 H -0.4186 -2.6111 -0.5069
12 H 1.2595 -1.9165 -0.6575
13 H 0.0622 -1.0258 -1.6208
14 H -1.2840 2.1237 -0.6072
15 H -1.8930 1.1238 0.7702
16 H -1.9805 0.5983 -0.8180
17 H 0.7155 2.5262 0.8629
18 H 1.7671 1.2484 0.5800
19 H 0.1621 1.4946 -2.0235
20 H 1.5946 0.9845 -1.6446

As for the multiplicity: 1. The calculation puts the frontier orbital gap at 7.71 eV. The calculation puts the calculated total energy at -8366.3770 eV. The value obtained for the HOMO energy is -13.589 eV. The value obtained for the energy relative to the best compared isomer or geometry (same formula, charge and spin) is 4.433 eV. As for the total charge: +1. As for the LUMO energy: -5.88 eV.

Atom charges from the Löwdin analysis, given in e for atoms 1 to 8: number 1, C, carries -0.133; number 2, C, carries -0.656; number 3, C, carries 0.032; number 4, C, carries 0.022; number 5, C, carries -0.004; number 6, N, carries 0.110; number 7, N, carries 0.041; number 8, H, carries 0.083

An isolated ion of composition C5H13N2 and charge +1, computed with ωB97M-V/def2-TZVPD.

CARTESIAN COORDINATES (ANGSTROEM)
1 C 0.5755 1.6347 -0.5843
2 C -0.0820 0.2716 -0.3707
3 C -1.5266 0.3208 -0.8300
4 C 0.7720 -1.0319 -0.2033
5 N 2.1317 -1.1362 -0.5763
6 C 0.3568 -0.2400 0.9940
7 N -0.7284 -0.8413 1.8237
8 H 0.7526 2.0922 0.3478
9 H -0.1608 2.2944 -1.2393
10 H 1.5994 1.5239 -1.1024
11 H -1.9550 1.2676 -0.5678
12 H -2.2230 -0.4942 -0.5396
13 H -1.6774 0.2173 -1.8950
14 H 0.3869 -2.0081 -0.3366
15 H 2.5355 -0.2346 -0.7104
16 H 2.2190 -1.7202 -1.3898
17 H 1.0808 0.3911 1.5700
18 H -0.4852 -1.8756 2.0823
19 H -1.6055 -0.9731 1.1652
20 H -1.1205 -0.3932 2.6435

As for the multiplicity: 1. The calculation puts the frontier orbital gap at 9.27 eV. The calculation puts the calculated total energy at -8367.6279 eV. The value obtained for the HOMO energy is -12.890 eV. The value obtained for the energy relative to the best compared isomer or geometry (same formula, charge and spin) is 3.182 eV. As for the total charge: +1. As for the LUMO energy: -3.62 eV.

Atom charges from the Löwdin analysis, given in e for atoms 1 to 8: number 1, C, carries -0.023; number 2, C, carries -0.390; number 3, C, carries -0.039; number 4, C, carries -0.249; number 5, N, carries 0.083; number 6, C, carries -0.190; number 7, N, carries 0.200; number 8, H, carries 0.056

An isolated ion of composition C5H13N2 and charge +1, computed with ωB97M-V/def2-TZVPD.

CARTESIAN COORDINATES (ANGSTROEM)
1 N -0.8040 0.6353 -2.3517
2 C -0.4923 -0.6800 -1.8084
3 C -0.6610 -1.2944 -0.6060
4 C 0.5717 -1.4704 0.3022
5 C 0.3370 -0.6285 1.5475
6 C 0.6687 0.8645 1.6081
7 N -0.1361 1.6273 0.5718
8 H -1.4193 0.4849 -3.1594
9 H 0.0733 1.0474 -2.6417
10 H 0.2756 -1.1178 -2.5067
11 H -1.6388 -1.7682 -0.3847
12 H 1.4861 -1.1635 -0.2573
13 H 0.6271 -2.5741 0.3585
14 H -0.6984 -0.8194 1.8506
15 H 0.8551 -1.0000 2.4634
16 H 0.4765 1.3479 2.5600
17 H 1.7273 0.9449 1.3624
18 H -1.0733 1.7447 0.9679
19 H -0.3501 1.2174 -0.3808
20 H 0.1747 2.6020 0.5041

As for the multiplicity: 1. The calculation puts the frontier orbital gap at 8.14 eV. The calculation puts the calculated total energy at -8366.0769 eV. The value obtained for the HOMO energy is -11.730 eV. The value obtained for the energy relative to the best compared isomer or geometry (same formula, charge and spin) is 4.733 eV. As for the total charge: +1. As for the LUMO energy: -3.59 eV.

Atom charges from the Löwdin analysis, given in e for atoms 1 to 8: number 1, N, carries -0.005; number 2, C, carries -0.198; number 3, C, carries -0.127; number 4, C, carries -0.189; number 5, C, carries -0.198; number 6, C, carries -0.123; number 7, N, carries 0.182; number 8, H, carries 0.097

An isolated ion of composition C5H13N2 and charge +1, computed with ωB97M-V/def2-TZVPD.

CARTESIAN COORDINATES (ANGSTROEM)
1 C -0.3353 2.0661 -0.1738
2 C 0.1463 0.8266 -0.0519
3 C 1.8784 0.3091 0.2247
4 N 1.9720 -1.0905 -0.0267
5 N -0.5890 -0.3751 -0.0787
6 C -1.0460 -0.7226 1.2267
7 C -1.6066 -0.3647 -1.1475
8 H -1.3253 2.5795 -0.3763
9 H 0.3803 2.7982 -0.0241
10 H 2.3093 0.8760 -0.5563
11 H 2.2138 0.5494 1.1859
12 H 2.2786 -1.5583 0.8077
13 H 2.4751 -1.3541 -0.8183
14 H 0.3879 -1.0467 -0.3325
15 H -0.4234 -0.1074 1.8373
16 H -2.0718 -0.4372 1.2437
17 H -1.0255 -1.7446 1.4059
18 H -1.2430 -0.7830 -2.0886
19 H -2.4154 -1.0342 -0.8743
20 H -1.9602 0.6135 -1.3828

As for the multiplicity: 1. The calculation puts the frontier orbital gap at 11.57 eV. The calculation puts the calculated total energy at -8367.0826 eV. The value obtained for the HOMO energy is -14.312 eV. The value obtained for the energy relative to the best compared isomer or geometry (same formula, charge and spin) is 3.728 eV. As for the total charge: +1. As for the LUMO energy: -2.74 eV.

Atom charges from the Löwdin analysis, given in e for atoms 1 to 8: number 1, C, carries 0.103; number 2, C, carries -0.216; number 3, C, carries -0.076; number 4, N, carries 0.040; number 5, N, carries -0.256; number 6, C, carries 0.010; number 7, C, carries 0.013; number 8, H, carries 0.118